# 1
The following is a DFT calculation (wB97M-V/def2-TZVPD) of C55H47BrI2N8O2S3Zn as an isolated structure.

Cartesian coordinates (Å):
I -17.760 -16.612 14.245
I -18.475 -16.684 11.676
Br -15.713 -18.627 6.187
Zn -15.842 -17.511 8.451
S -12.715 -16.199 7.526
S -15.101 -14.788 10.225
S -12.597 -13.814 9.003
O -18.656 -19.877 8.599
O -18.733 -15.314 8.401
N -14.090 -13.821 9.304
N -20.178 -16.994 7.744
N -15.856 -15.791 9.583
N -15.744 -19.219 9.740
N -18.159 -17.576 8.582
N -13.575 -17.128 8.228
N -11.857 -14.978 8.368
N -16.551 -21.269 10.231
C -10.141 -16.406 6.762
C -22.021 -17.481 9.958
C -22.564 -18.788 11.871
C -11.373 -12.101 10.885
C -22.609 -20.612 6.073
C -22.202 -19.735 7.073
C -17.404 -13.321 10.547
C -21.738 -20.922 4.978
C -12.473 -12.342 7.998
C -11.071 -10.887 6.773
C -18.959 -16.499 8.249
C -11.505 -13.405 10.408
C -9.063 -16.996 6.145
C -10.373 -14.195 12.381
C -16.366 -20.518 11.419
C -14.772 -14.909 6.139
C -13.391 -15.094 6.239
C -15.912 -19.272 11.107
C -18.945 -18.687 8.449
C -16.209 -20.362 9.274
C -22.715 -17.641 11.154
C -20.151 -19.298 5.900
C -16.222 -11.356 12.112
C -13.402 -16.559 11.313
C -10.970 -14.432 11.157
C -13.616 -11.568 7.642
C -17.423 -22.375 9.941
C -14.328 -13.225 4.438
C -17.618 -11.282 11.750
C -13.433 -10.452 6.793
C -13.007 -16.972 13.692
C -10.289 -12.898 12.819
C -13.737 -15.830 13.962
C -14.125 -15.410 11.627
C -15.437 -12.375 11.639
C -18.176 -12.273 10.964
C -21.700 -19.812 11.388
C -21.009 -19.675 10.191
C -11.598 -18.195 6.166
C -10.771 -11.833 12.107
C -20.415 -18.354 8.189
C -15.242 -13.921 5.252
C -16.082 -13.431 10.907
C -12.487 -14.435 5.419
C -10.561 -18.824 5.513
C -11.225 -12.043 7.508
C -20.987 -19.125 7.035
C -9.333 -18.188 5.500
C -14.212 -14.953 12.931
C -12.162 -10.117 6.425
C -21.168 -18.476 9.487
C -12.874 -17.356 12.372
C -20.526 -20.233 4.926
C -11.370 -16.997 6.789
C -12.966 -13.535 4.519
H -19.726 -20.360 4.196
H -17.852 -14.123 9.964
H -19.260 -18.762 5.789
H -15.808 -18.360 11.711
H -9.804 -12.658 13.757
H -21.605 -20.699 12.023
H -20.454 -20.476 9.781
H -14.619 -11.871 7.903
H -16.675 -20.902 12.383
H -16.308 -13.608 5.332
H -15.503 -15.343 6.814
H -8.106 -16.492 6.128
H -18.132 -10.470 12.283
H -16.904 -23.097 9.291
H -14.388 -12.441 11.845
H -15.854 -10.586 12.713
H -19.227 -12.234 10.706
H -12.551 -18.700 6.054
H -12.308 -12.884 3.920
H -14.798 -14.084 13.119
H -23.224 -19.059 12.744
H -22.153 -16.610 9.361
H -22.907 -19.548 7.888
H -10.041 -15.439 7.205
H -10.376 -12.638 7.848
H -11.820 -11.310 10.256
H -14.339 -9.991 6.458
H -10.128 -10.609 6.389
H -22.105 -21.650 4.241
H -12.572 -17.541 14.480
H -11.477 -14.628 5.539
H -11.025 -15.440 10.723
H -14.808 -12.459 3.830
H -8.543 -18.588 4.846
H -12.108 -9.246 5.786
H -23.466 -16.936 11.390
H -18.287 -22.075 9.367
H -9.917 -15.024 12.851
H -13.291 -16.861 10.307
H -10.575 -10.873 12.523
H -16.329 -20.588 8.268
H -23.618 -21.063 6.036
H -10.723 -19.768 4.987
H -13.892 -15.544 14.965
H -17.676 -22.829 10.889
H -20.968 -16.383 7.706
H -12.314 -18.179 12.124

Force components x, y, z for each atom (eV/Å):
-0.08 0.04 -0.04
0.01 -0.16 0.09
-0.15 0.35 0.33
-0.08 -0.51 0.19
-1.42 0.53 0.33
0.85 1.97 1.36
0.42 1.00 0.37
0.49 0.96 -0.15
0.26 0.23 -0.28
-0.07 -0.09 0.59
0.01 0.72 0.32
-1.18 -1.88 -1.41
-0.71 0.00 -0.58
-0.07 -0.39 -0.27
-0.41 0.30 -0.03
0.19 -0.99 0.05
0.90 3.47 0.17
0.94 0.79 0.37
0.73 -0.88 0.04
-0.11 -2.19 0.76
-1.19 0.97 -1.04
0.44 -0.61 -1.99
-1.65 -0.73 0.22
0.44 -1.92 -0.56
-1.11 0.52 1.42
-1.87 0.50 -0.35
-0.23 -0.09 -0.29
-1.13 -0.64 0.10
-0.42 0.44 0.55
-0.73 -0.24 -0.17
-0.20 0.09 -1.28
-0.87 -0.66 0.62
0.11 0.98 -0.01
-0.68 -0.96 0.05
-0.10 -0.31 -0.08
0.57 -1.63 0.68
0.75 -0.31 1.10
0.07 -0.10 -1.00
-2.73 -1.49 0.61
-2.14 -0.73 -1.49
0.03 -0.65 2.40
-0.20 -1.36 -0.86
1.20 -0.35 -0.48
0.61 -0.87 -0.17
-1.34 -0.87 0.95
1.78 -0.03 1.34
-0.59 -2.19 1.65
-0.79 0.64 -0.79
0.69 0.06 1.45
0.06 1.56 -1.44
0.48 0.02 -0.32
-1.13 -1.35 -0.75
-0.68 1.62 0.78
-0.39 0.46 0.75
-1.45 0.88 1.11
-0.77 -1.49 -0.70
-0.11 -0.67 -0.96
0.52 1.77 -1.01
0.31 0.15 0.46
1.36 1.53 0.34
-1.75 -0.24 0.32
0.42 0.31 -0.03
0.53 0.24 0.79
1.83 -0.24 -0.82
1.73 -0.70 -1.31
-0.02 -2.26 0.67
-0.39 0.78 -0.79
-0.14 -0.20 0.21
-0.96 2.73 -1.11
0.94 0.63 0.16
0.17 0.39 -0.31
-0.38 2.20 -1.39
-0.66 -0.40 -0.37
0.12 0.08 -0.13
1.33 0.58 0.04
0.24 -0.87 -0.15
0.06 -0.27 0.08
0.01 0.13 -0.49
0.64 -0.49 -0.23
0.12 -0.13 0.31
0.12 -0.07 -0.19
0.91 -0.47 -0.41
0.38 -0.31 -0.03
0.02 -0.20 -0.15
-0.31 -0.44 -0.82
0.03 0.07 0.48
0.46 0.13 0.09
0.78 1.01 0.85
0.04 -0.06 -0.06
-0.39 0.51 0.64
-0.04 -0.72 0.26
-0.19 0.33 0.62
0.95 0.69 -0.85
-0.16 0.65 -0.18
0.40 -0.07 -0.06
0.18 0.34 0.35
-0.09 0.09 -0.40
0.39 -0.20 0.56
-0.06 0.66 -0.23
0.99 0.20 -0.18
0.56 0.43 0.24
0.10 -0.43 0.48
1.85 -0.16 0.01
0.08 0.41 0.42
0.83 -0.01 -0.20
-0.26 -0.13 0.54
0.65 0.05 -0.05
-0.52 0.79 0.51
-0.39 0.44 0.24
0.29 -0.53 0.82
-0.01 -0.49 -0.98
-0.31 0.79 -0.20
0.04 -0.20 -1.60
0.69 0.33 0.40
0.08 0.41 0.16
-0.16 0.38 1.04
-0.27 -0.31 0.00
-0.06 0.57 -0.03
1.15 -1.99 -0.61

* lowest unoccupied orbital energy: -0.74 eV
* charge: 0

Löwdin atomic charge list, values in e, 99 entries:
1. I 0.049
2. I 0.335
3. Br -0.054
4. Zn 0.307
5. S 0.768
6. S 0.741
7. S 0.834
8. O 0.019
9. O -0.003
10. N -0.337
11. N 0.146
12. N -0.292
13. N 0.014
14. N 0.088
15. N -0.300
16. N -0.366
17. N -0.086
18. C -0.105
19. C -0.031
20. C -0.095
21. C -0.054
22. C -0.078
23. C -0.050
24. C -0.108
25. C -0.082
26. C -0.312
27. C -0.062
28. C -0.595
29. C -0.271
30. C -0.059
31. C -0.050
32. C -0.055
33. C -0.065
34. C -0.280
35. C -0.166
36. C -0.443
37. C -0.201
38. C -0.099
39. C 0.005
40. C -0.064
41. C -0.082
42. C -0.075
43. C -0.016
44. C -0.022
45. C -0.073
46. C -0.047
47. C -0.060
48. C -0.072
49. C -0.083
50. C -0.067
51. C -0.289
52. C -0.084
53. C -0.069
54. C -0.060
55. C -0.020
56. C -0.051
57. C -0.064
58. C -0.308
59. C -0.053
60. C -0.274
61. C -0.087
62. C -0.057
63. C -0.085
64. C -0.141
65. C -0.083
66. C -0.049
67. C -0.080
68. C -0.174
69. C -0.043
70. C -0.078
71. C -0.341
72. C -0.080
73. H 0.104
74. H 0.049
75. H 0.090
76. H 0.066
77. H 0.113
78. H 0.101
79. H 0.101
80. H 0.107
81. H 0.110
82. H 0.125
83. H 0.071
84. H 0.110
85. H 0.108
86. H 0.098
87. H 0.092
88. H 0.081
89. H 0.116
90. H 0.088
91. H 0.118
92. H 0.079
93. H 0.118
94. H 0.101
95. H 0.121
96. H 0.086
97. H 0.126
98. H 0.122
99. H 0.108

=====

# 2
The following is a DFT calculation (wB97M-V/def2-TZVPD) of C55H47IrN6OPS as an isolated structure.

Cartesian coordinates (Å):
Ir -0.474 0.342 0.207
S -3.529 -0.539 1.209
P 3.068 -0.110 -0.766
O -2.496 0.556 0.957
N 2.528 2.006 -2.522
N 2.227 -2.616 -1.659
N 0.761 1.451 -1.327
N 0.550 -1.468 -0.785
N 3.538 0.110 1.987
N 1.402 0.338 1.486
C 2.190 4.584 -6.171
C 2.875 0.248 3.169
C 1.856 -1.455 -1.065
C 1.210 5.158 -3.638
C 1.121 -3.403 -1.754
C 0.071 -2.663 -1.212
C 1.509 2.804 -2.945
C -1.310 -3.110 -1.162
C -1.540 0.924 5.670
C -5.270 1.554 1.727
C 0.394 2.438 -2.185
C 1.076 -7.346 -3.289
C -3.878 -4.164 -1.022
C -3.424 -0.765 3.015
C 4.382 -0.706 4.889
C -0.571 1.479 3.544
C 1.612 -5.022 -3.553
C -3.133 -4.318 -2.182
C -3.353 -3.458 0.051
C 3.496 0.299 4.485
C 1.805 5.881 -5.852
C -3.485 4.060 -2.431
C 3.817 1.405 6.601
C 1.624 3.853 -3.945
C 1.319 6.160 -4.580
C -1.860 -3.792 -2.254
C 3.552 -2.969 -2.098
C -6.524 2.139 1.700
C 3.207 1.352 5.364
C 0.395 -0.268 4.913
C 4.957 -0.062 1.830
C 4.699 0.405 6.992
C 0.536 -7.083 -2.037
C -3.006 3.593 -1.213
C 0.527 -5.797 -1.537
C -0.593 -0.074 5.856
C -7.587 1.473 1.104
C 4.963 -0.659 6.139
C -1.458 3.386 -3.512
C 2.052 1.204 -1.539
C -0.956 2.943 -2.282
C 2.627 0.170 0.986
C 3.873 2.004 -3.033
C -2.721 3.934 -3.583
C -1.534 1.690 4.512
C -6.143 -0.351 0.510
C 1.586 -6.306 -4.055
C 1.528 0.386 2.835
C -5.103 0.311 1.143
C -2.077 -2.931 -0.016
C -7.398 0.236 0.502
C -1.756 3.016 -1.139
C 2.120 3.582 -5.224
C 1.094 -4.756 -2.283
C 0.420 0.521 3.761
H -0.601 -0.671 6.754
H -3.113 4.264 -4.532
H 4.571 -1.550 4.244
H -1.288 -3.900 -3.162
H -6.667 3.110 2.149
H -3.728 0.142 3.530
H -2.386 -0.990 3.244
H 4.576 1.767 -2.234
H 5.612 -1.460 6.456
H -8.216 -0.278 0.020
H -0.525 2.094 2.654
H 0.132 -7.890 -1.448
H 1.991 -4.212 -4.156
H 0.126 -5.595 -0.555
H -3.930 -3.355 0.956
H 4.297 -2.514 -1.446
H -5.980 -1.308 0.033
H -2.281 1.107 6.432
H -0.866 3.266 -4.405
H 3.611 2.230 7.265
H 1.094 -8.353 -3.673
H 2.402 2.577 -5.495
H -1.352 2.679 -0.184
H -4.427 2.048 2.185
H -4.861 -4.601 -0.953
H 5.479 0.372 2.682
H -8.570 1.919 1.111
H -1.630 -2.441 0.839
H -4.461 4.512 -2.485
H 4.117 2.982 -3.444
H 0.842 5.379 -2.648
H 1.036 7.168 -4.322
H 1.145 -1.033 5.052
H -3.605 3.712 -0.325
H 3.671 -4.052 -2.074
H 1.872 6.662 -6.593
H -4.058 -1.596 3.308
H 5.204 -1.123 1.774
H -3.540 -4.856 -3.025
H -2.255 2.484 4.395
H 2.537 4.355 -7.166
H 3.725 -2.628 -3.119
H 1.957 -6.493 -5.048
H 3.972 1.254 -3.819
H 5.288 0.429 0.917
H 2.534 2.139 5.055
H 5.168 0.445 7.962

Force components x, y, z for each atom (eV/Å):
4.10 -0.13 -1.42
-2.52 -0.50 1.50
-0.93 0.14 0.17
2.94 0.50 -0.98
-0.93 -0.36 0.80
-0.94 0.73 0.58
-0.33 -1.47 1.72
-0.54 1.80 0.96
-1.21 0.19 -0.36
-1.46 -0.05 -1.75
0.01 0.26 -0.12
-1.11 0.22 -0.17
1.13 0.68 0.08
0.33 -0.41 0.07
-0.94 0.52 0.48
-0.11 -0.89 -0.46
-0.95 -0.16 0.64
-0.61 -0.01 0.03
-0.06 0.04 -0.09
0.03 0.10 0.08
0.14 0.38 -0.66
-0.04 0.22 -0.01
0.03 0.06 0.17
0.21 0.04 -0.45
-0.40 0.14 -0.13
0.31 -0.21 0.16
-0.25 0.17 0.31
0.01 0.04 0.00
-0.16 -0.29 -0.11
0.42 0.07 0.58
-0.06 -0.23 0.11
0.02 -0.10 0.13
0.11 -0.06 0.12
0.16 0.58 -0.53
0.04 0.08 -0.14
0.03 0.24 0.07
0.91 -0.15 -0.27
0.21 0.00 0.02
0.15 -0.22 -0.46
-0.10 0.04 -0.31
0.92 -0.14 -0.21
-0.14 -0.09 -0.17
0.05 -0.14 -0.10
-0.32 0.06 -0.02
0.39 0.36 -0.06
-0.02 0.08 0.08
-0.08 -0.15 -0.08
0.07 0.11 0.25
0.09 -0.30 0.31
1.00 -0.68 0.32
-0.56 0.15 -0.03
0.58 -0.15 -1.10
0.89 -0.09 -0.30
-0.09 0.01 0.11
-0.10 0.04 0.13
0.07 -0.11 -0.07
0.00 -0.26 -0.04
0.26 -0.16 0.77
0.41 -0.37 -0.22
0.29 -0.26 -0.28
-0.02 0.06 0.04
0.30 0.06 -0.40
-0.27 -0.05 0.31
0.10 -0.64 -0.28
-0.45 0.00 0.23
-0.04 -0.08 0.10
-0.04 0.05 -0.09
0.07 -0.13 -0.11
0.09 -0.05 -0.08
-0.06 0.06 0.04
-0.03 0.08 -0.13
0.18 -0.09 0.05
-0.07 0.07 -0.05
0.14 -0.05 0.03
-0.08 0.03 0.01
-0.02 0.22 -0.02
-0.07 -0.10 0.09
0.10 0.10 -0.13
-0.08 0.01 0.10
-0.12 -0.04 0.10
-0.08 -0.07 -0.03
0.01 -0.08 -0.03
-0.09 0.04 0.09
0.06 0.07 -0.08
-0.03 0.08 0.06
-0.05 -0.11 -0.05
0.07 -0.19 -0.03
0.00 0.28 0.16
0.05 0.16 0.11
-0.13 -0.04 0.03
-0.13 0.01 -0.08
-0.06 0.05 -0.04
0.08 0.00 0.20
-0.14 0.09 0.02
-0.10 -0.06 0.08
-0.09 0.04 0.11
-0.07 0.11 0.02
0.08 -0.01 0.07
-0.11 -0.06 0.13
-0.10 0.11 0.07
0.02 0.06 -0.04
-0.14 -0.10 -0.13
0.03 0.05 0.02
-0.04 -0.01 -0.04
-0.16 0.10 -0.06
0.09 -0.01 -0.10
-0.04 -0.02 0.06
0.12 -0.09 -0.14
0.03 0.08 -0.01
0.01 -0.01 0.09
-0.09 0.07 -0.01
0.05 0.02 0.11

* lowest unoccupied orbital energy (spin up / spin down): -10.58 / -10.58 eV
* charge: +3

Löwdin atomic charge list, values in e, 99 entries:
1. Ir 1.450
2. S 1.010
3. P 1.214
4. O -0.656
5. N -0.037
6. N -0.035
7. N 0.028
8. N 0.050
9. N -0.036
10. N 0.035
11. C -0.048
12. C -0.088
13. C -0.407
14. C -0.021
15. C -0.095
16. C -0.157
17. C -0.086
18. C -0.179
19. C -0.054
20. C -0.080
21. C -0.152
22. C -0.036
23. C -0.043
24. C -0.161
25. C -0.038
26. C -0.062
27. C -0.037
28. C -0.032
29. C -0.110
30. C -0.190
31. C -0.036
32. C -0.041
33. C -0.043
34. C -0.199
35. C -0.043
36. C -0.009
37. C 0.000
38. C -0.038
39. C -0.015
40. C -0.014
41. C 0.002
42. C -0.037
43. C -0.043
44. C -0.057
45. C -0.017
46. C -0.038
47. C -0.027
48. C -0.048
49. C -0.005
50. C -0.412
51. C -0.172
52. C -0.410
53. C 0.001
54. C -0.031
55. C -0.081
56. C -0.066
57. C -0.047
58. C -0.164
59. C -0.389
60. C -0.103
61. C -0.035
62. C -0.066
63. C -0.036
64. C -0.197
65. C -0.194
66. H 0.121
67. H 0.123
68. H 0.116
69. H 0.127
70. H 0.122
71. H 0.058
72. H 0.052
73. H 0.082
74. H 0.118
75. H 0.124
76. H 0.098
77. H 0.117
78. H 0.117
79. H 0.125
80. H 0.098
81. H 0.078
82. H 0.112
83. H 0.119
84. H 0.125
85. H 0.118
86. H 0.119
87. H 0.117
88. H 0.064
89. H 0.110
90. H 0.118
91. H 0.114
92. H 0.124
93. H 0.082
94. H 0.117
95. H 0.114
96. H 0.126
97. H 0.118
98. H 0.129
99. H 0.108

=====

Calculated ΔE to the lowest compared entry with this formula, charge and spin (kJ/mol), listed in the same order as above: 25.0 291.5